(1)
Below is C39H40F6OP2Sn as an isolated structure at a distorted geometry, with properties calculated with ωB97M-V/def2-TZVPD.

```
89
Properties=species:S:1:pos:R:3:forces:R:3
Sn 0.3018 -0.4266 5.0411 1.604 -0.836 0.270
C -2.4304 0.0009 5.7950 -1.176 -0.305 -1.743
C -2.4199 -0.2650 4.4528 -1.509 -0.463 1.731
C -2.8153 0.6931 3.3722 0.166 0.351 -0.754
C -1.6558 1.4367 2.6495 -0.447 -0.396 -0.292
C -0.5436 1.8982 3.5298 -0.111 1.011 1.083
C -0.7145 2.3615 4.8025 0.788 -0.067 -1.308
C -2.0094 2.5470 5.5029 -0.645 0.133 1.011
C -2.5288 1.3605 6.3764 -0.303 0.937 0.249
C 2.3123 0.3237 4.6626 0.063 0.350 0.044
H -2.5664 -0.8149 6.5103 0.745 0.034 -0.321
H -2.3545 -1.3131 4.1106 0.030 0.601 0.462
H -3.5601 1.4343 3.7103 0.339 -0.530 -0.001
H -3.2955 0.0924 2.5815 -0.060 0.241 0.362
H -1.2537 0.7830 1.8565 -0.047 0.273 0.281
H -2.1291 2.2895 2.1351 0.367 -0.108 0.032
H 0.4256 2.0226 3.0427 -0.053 -0.247 0.337
H 0.1370 2.7900 5.3466 -0.061 -0.491 -0.361
H -2.8234 2.8894 4.8501 0.469 -0.056 -0.012
H -1.8292 3.3484 6.2354 -0.239 -0.048 -0.317
H -2.0168 1.4264 7.3532 -0.241 -0.323 -0.472
H -3.5980 1.5818 6.5526 0.274 -0.082 0.194
H 2.9549 -0.0049 5.4905 -0.138 0.209 -0.308
H 2.3256 1.4181 4.5911 0.265 -0.174 0.001
H 2.6722 -0.1270 3.7303 0.004 0.176 0.054
P 0.0313 -2.3547 -4.4911 0.755 -0.863 0.208
P 2.0775 0.5574 -4.7618 1.116 -0.189 0.201
C -0.4444 -0.7243 -5.1223 0.136 1.373 -0.214
C 0.3111 0.4128 -5.1120 -1.276 -0.629 -0.496
C -0.8740 -3.5140 -5.6089 -0.213 -0.117 -0.174
C -2.0544 -3.1580 -6.2799 -0.058 -0.493 -0.199
C -2.7123 -4.0822 -7.1042 0.193 0.002 0.152
C -2.2080 -5.3779 -7.2592 0.118 0.151 0.164
C -1.0355 -5.7471 -6.5826 -0.250 0.177 -0.032
C -0.3676 -4.8250 -5.7711 -0.291 0.319 0.019
C -0.9823 -2.4614 -2.9418 -0.375 0.624 -0.097
C -0.6057 -1.5751 -1.9124 -0.339 -0.248 -0.033
C -1.3421 -1.5237 -0.7271 -0.140 -0.218 -0.155
C -2.4702 -2.3420 -0.5617 0.149 -0.052 -0.305
C -2.8568 -3.2091 -1.5926 0.315 0.140 0.112
C -2.1133 -3.2774 -2.7787 0.068 0.243 0.191
C 2.6673 1.3737 -6.3417 -0.580 0.039 -0.255
C 2.6278 0.5681 -7.4988 0.002 0.303 0.058
C 2.9833 1.0913 -8.7444 0.057 0.210 0.117
C 3.3810 2.4313 -8.8620 -0.095 -0.091 0.355
C 3.4076 3.2423 -7.7206 0.028 -0.379 -0.005
C 3.0609 2.7176 -6.4652 -0.098 -0.119 -0.215
C 2.1341 1.9777 -3.5942 0.042 0.179 0.131
C 3.2485 2.0739 -2.7319 -0.350 0.195 -0.209
C 3.3542 3.1430 -1.8392 -0.201 0.138 -0.101
C 2.3531 4.1247 -1.7899 0.014 -0.202 -0.178
C 1.2547 4.0371 -2.6527 0.089 -0.206 -0.048
C 1.1412 2.9669 -3.5524 0.318 0.268 0.406
H -1.4599 -0.6829 -5.5419 0.360 0.446 0.354
H -0.1416 1.3610 -5.4443 -0.133 -0.635 -0.125
H -2.5027 -2.1677 -6.1633 0.213 -0.389 -0.025
H -3.6311 -3.7789 -7.6110 0.283 -0.150 0.120
H -2.7342 -6.1001 -7.8965 0.283 0.336 0.306
H -0.6541 -6.7653 -6.6840 -0.058 0.335 0.027
H 0.5407 -5.1299 -5.2367 -0.345 0.211 -0.252
H 0.2451 -0.9016 -2.0711 -0.257 -0.299 0.156
H -1.0460 -0.8425 0.0718 -0.055 -0.164 -0.228
H -3.0487 -2.2986 0.3664 0.212 -0.021 -0.360
H -3.7423 -3.8362 -1.4770 0.249 0.172 -0.012
H -2.4401 -3.9428 -3.5849 0.180 0.255 0.326
H 2.2742 -0.4668 -7.4208 0.226 0.351 -0.034
H 2.9447 0.4614 -9.6353 0.001 0.146 0.290
H 3.6597 2.8415 -9.8385 -0.131 -0.170 0.405
H 3.6974 4.2911 -7.8070 -0.070 -0.304 0.054
H 3.0674 3.3796 -5.5936 0.020 -0.306 -0.281
H 4.0438 1.3205 -2.7846 -0.395 0.252 0.053
H 4.2235 3.2221 -1.1844 -0.257 -0.050 -0.168
H 2.4356 4.9613 -1.0865 -0.027 -0.367 -0.312
H 0.4796 4.8060 -2.6385 0.239 -0.210 0.045
H 0.2821 2.9309 -4.2274 0.325 0.009 0.289
C -0.5699 -1.3051 8.4751 -0.343 -0.160 0.166
C 0.5360 -0.3070 8.1937 0.400 0.777 -0.560
O 0.3518 0.4118 7.0115 -0.008 -0.421 0.546
C 0.6039 0.7845 9.3633 0.072 0.030 -0.012
F 0.8418 0.2760 10.6104 -0.134 0.076 -1.104
F 1.5471 1.7287 9.1399 -0.731 -0.733 0.080
F -0.6048 1.4191 9.4415 0.877 -0.425 -0.142
C 1.8749 -1.1180 8.0425 0.641 -0.155 -0.721
F 2.2018 -1.9603 9.0523 -0.365 0.828 -0.562
F 1.7371 -1.9280 6.9114 0.064 0.525 1.076
F 2.9432 -0.3311 7.7735 -0.753 -0.555 0.625
H -1.5232 -0.7638 8.5945 0.437 -0.275 0.103
H -0.3140 -1.8667 9.3837 -0.377 0.009 -0.224
H -0.6708 -1.9934 7.6144 0.141 0.290 0.483
```
Positions in Å, forces in eV/Å.

Values from the calculation:
LUMO energy = 0.26 eV
net charge = 0
HOMO level = -7.047 eV


(2)
Below is C5H6N as an isolated structure at a distorted geometry, with properties calculated with ωB97M-V/def2-TZVPD.

```
12
Properties=species:S:1:pos:R:3:forces:R:3
C 0.9349 0.8163 0.8604 0.587 0.324 0.672
C -0.0155 1.4568 0.1789 0.066 1.358 -0.002
C 0.0413 -1.2374 -1.3402 0.250 -0.250 -1.808
C 0.0122 -0.3863 1.0162 1.502 0.910 1.728
C -1.0822 0.4114 0.3641 -2.724 0.242 0.429
N -0.4090 -0.6453 -0.3143 0.687 -2.795 -2.250
H 1.9937 0.9588 1.2239 -1.370 -0.086 -0.968
H -0.0833 2.2072 -0.5631 0.238 1.172 -0.141
H -0.3683 -1.1410 -2.4045 0.120 0.083 1.884
H 0.9853 -1.8237 -1.2657 -0.962 0.263 0.290
H 0.2444 -1.0808 1.7907 -1.074 -1.011 0.232
H -2.2534 0.4640 0.4535 2.682 -0.212 -0.066
```
Positions in Å, forces in eV/Å.

Values from the calculation:
LUMO energy = -5.16 eV
energy relative to the best compared isomer or geometry (same formula, charge and spin) = 115.58 kcal/mol
net charge = +1
HOMO level = -14.598 eV


(3)
Below is Cl4O16Pb2 as an isolated structure at a distorted geometry, with properties calculated with ωB97M-V/def2-TZVPD.

```
22
Properties=species:S:1:pos:R:3:forces:R:3
Pb 2.8730 0.9913 -0.6997 -2.747 -0.365 1.726
Pb -0.4647 -2.6493 2.3966 1.121 1.460 -1.616
Cl -3.1623 0.5914 -3.9708 2.066 -0.664 -0.132
O -2.7553 1.7262 -4.7442 0.815 0.822 0.259
O -4.0114 -0.1758 -4.7850 -1.848 -1.534 -0.845
O -1.9467 -0.3081 -3.7246 -1.910 1.990 0.680
O -3.8763 1.0476 -2.7916 1.056 -0.684 0.073
Cl -0.7937 0.7414 0.3209 -3.920 -0.716 -7.164
O -0.3777 -0.0984 1.3732 2.558 -4.178 2.627
O -1.0674 0.0557 -0.9841 0.679 -0.174 3.582
O -1.8813 1.4102 0.8217 -2.752 1.517 0.902
O 0.1331 1.7508 -0.0887 4.965 1.463 0.328
Cl 2.0721 -2.9324 -0.1172 6.563 -4.094 -4.906
O 1.9528 -1.5155 0.1596 -0.662 1.130 -0.344
O 1.5523 -3.7318 0.9278 -8.550 -0.571 4.600
O 1.7499 -3.3842 -1.5058 -0.869 2.313 3.444
O 3.3753 -3.4782 0.1895 2.846 2.691 -2.232
Cl 1.3082 2.0421 3.3655 -0.527 -1.187 5.492
O 2.0787 1.0709 2.5910 0.892 0.039 -3.687
O 2.0087 2.0654 4.5963 1.775 0.635 1.312
O 1.1578 3.3838 2.9480 -0.097 0.048 -2.393
O 0.0749 1.3970 3.7215 -1.456 0.059 -1.704
```
Positions in Å, forces in eV/Å.

Values from the calculation:
LUMO energy = -5.49 eV
net charge = 0
HOMO level = -7.484 eV


Number 1: Kohn-Sham gap 7.3 eV. Number 2: Kohn-Sham gap 9.4 eV. Number 3: Kohn-Sham gap 2.0 eV.